ORCA calculation (ωB97M-V/def2-TZVPD) on 4 unconnected molecules or ions with the total composition C20H52N8O6P.

```
87
Properties=species:S:1:pos:R:3:forces:R:3
N 4.21453 -0.64547 -2.45070 -2.0149 1.8146 1.1504
P 2.94540 -0.17661 -1.53122 2.1140 -1.1191 -3.9018
N 3.34385 0.09106 0.18592 2.5479 0.5012 3.7094
N 2.38698 0.33686 1.16244 1.3488 0.9005 5.5027
C 3.02033 0.51129 2.55145 3.2374 -1.3278 -4.0888
N 4.53321 0.32769 2.45956 -6.6865 -0.1496 -5.4259
C 4.64951 0.09323 0.94978 -0.0209 -0.0733 1.2706
N 5.88310 -0.11095 0.31927 -1.9477 0.7193 0.2804
H 4.33359 0.05492 -3.22910 0.0457 -0.7451 1.1864
H 1.99248 -1.26996 -1.57772 0.2940 1.1015 0.9718
H 2.32846 1.03713 -2.08268 0.0671 -0.9513 1.2220
H 1.35500 0.41873 1.01825 1.2775 0.0873 -0.2008
H 2.46088 0.75302 3.56771 1.0096 -0.5959 -2.6720
H 6.64962 -0.70935 0.74558 -1.5448 1.5074 -0.6077
H 5.98812 0.36258 -0.62548 -0.0628 -1.5556 1.5449
C 1.03813 -2.84109 -7.92674 -0.0973 0.2965 -0.0927
O -0.26001 -2.27289 -7.84696 0.0325 -0.5143 0.0996
C -1.28635 -3.24537 -7.60304 -0.4158 0.4588 0.2321
C -1.88435 -3.05548 -6.19999 0.6273 -0.2277 -0.2794
N -0.92476 -3.43999 -5.15872 -0.2242 0.2986 0.1016
C -1.33529 -3.04160 -3.80666 0.3812 0.1227 -0.2584
C -1.45593 -1.53137 -3.51888 -0.0787 -0.4503 0.4721
O -0.20843 -0.83678 -3.54539 -0.2524 0.0620 -0.0296
C 0.20144 -0.41116 -4.83788 0.3344 0.1005 0.1377
H 1.72971 -2.06349 -8.26022 -0.1629 -0.0300 0.0206
H 1.36679 -3.19425 -6.94685 0.1290 -0.2186 0.0060
H 1.06476 -3.66157 -8.64990 0.0514 -0.0228 0.0924
H -0.92870 -4.27180 -7.75398 0.1005 0.1888 0.1527
H -2.07396 -3.06048 -8.34171 0.0529 -0.0363 0.0801
H -2.78499 -3.67098 -6.10534 0.0720 0.0256 0.0270
H -2.17264 -2.00465 -6.10151 -0.1870 0.0726 -0.1799
H -0.02875 -3.00268 -5.35773 -0.1955 -0.1612 -0.0289
H -0.58711 -3.45669 -3.12126 -0.1133 0.0936 0.0364
H -2.28564 -3.53017 -3.56641 -0.0014 0.1057 -0.0623
H -1.82883 -1.42986 -2.49291 0.0712 0.0044 -0.0597
H -2.19680 -1.03627 -4.15463 0.1748 0.0103 -0.1594
H -0.64438 -0.16398 -5.48630 0.0712 -0.1306 0.0535
H 0.83079 -1.17335 -5.30024 -0.0948 0.0530 -0.2556
H 0.81660 0.48691 -4.71844 -0.1214 -0.0426 0.0373
C 0.91691 -2.85818 3.16109 -0.2758 0.1834 0.0526
O -0.38124 -2.28998 3.24086 0.2976 -0.3294 -0.1270
C -1.40757 -3.26245 3.48479 -0.6246 0.3145 0.3562
C -2.00558 -3.07257 4.88784 0.7192 -0.2198 -0.2042
N -1.04599 -3.45708 5.92911 -0.2270 0.2406 -0.1449
C -1.45652 -3.05869 7.28117 0.3587 0.1506 -0.0562
C -1.57716 -1.54846 7.56895 0.0484 -0.3921 0.4741
O -0.32965 -0.85387 7.54244 -0.3451 0.0496 -0.5135
C 0.08021 -0.42824 6.24995 0.1770 0.0779 0.5231
H 1.60849 -2.08058 2.82761 -0.0777 0.0061 0.0153
H 1.24556 -3.21134 4.14097 0.1400 -0.1865 -0.0504
H 0.94353 -3.67866 2.43793 0.0673 -0.0408 0.0766
H -1.04993 -4.28889 3.33385 0.1256 0.1993 0.1476
H -2.19519 -3.07757 2.74612 0.0610 -0.0299 0.0623
H -2.90622 -3.68807 4.98249 0.0752 0.0322 0.0074
H -2.29386 -2.02173 4.98632 -0.2020 0.0780 -0.1770
H -0.14998 -3.01977 5.73009 -0.2148 -0.1241 0.0387
H -0.70834 -3.47378 7.96657 -0.1464 0.1210 -0.0021
H -2.40686 -3.54726 7.52141 0.0078 0.0883 -0.0746
H -1.95005 -1.44695 8.59491 0.1154 0.0022 -0.1111
H -2.31803 -1.05336 6.93320 0.1212 0.0199 -0.1721
H -0.76561 -0.18107 5.60152 0.0055 -0.1312 0.0073
H 0.70956 -1.19043 5.78759 -0.0351 -0.0348 -0.2870
H 0.69537 0.46982 6.36938 -0.1103 -0.0516 0.1106
C -1.03220 1.80596 -0.06705 -0.2277 0.0786 0.3308
O -0.15678 2.62385 0.69394 0.3868 -0.3633 -0.3739
C 0.82189 3.29998 -0.10833 0.0298 0.7028 0.4282
C 0.55525 4.81359 -0.11940 -0.4594 -0.4964 -0.3065
N -0.65612 5.13246 -0.88347 0.2760 -0.1105 0.2644
C -1.10648 6.51982 -0.71697 -0.3133 -0.1414 0.1084
C -1.55375 6.95523 0.69317 -0.3148 0.2653 -0.4323
O -2.74994 6.31749 1.14244 0.6612 -0.0806 0.1114
C -2.54801 5.05092 1.75456 -0.4875 0.2515 0.0010
H -1.63887 1.21936 0.62722 0.0929 0.1193 -0.0020
H -1.70254 2.41759 -0.67488 0.0257 -0.1650 -0.2035
H -0.47139 1.11629 -0.70479 -0.0395 -0.0272 -0.2198
H 0.87687 2.89224 -1.12567 -0.2768 0.0741 0.0409
H 1.79240 3.12408 0.36845 0.0376 0.0575 0.0133
H 1.41107 5.32741 -0.56942 -0.0585 -0.0155 0.0120
H 0.46325 5.14200 0.92019 0.2429 -0.0619 0.1412
H -1.40816 4.51857 -0.58137 0.1691 0.1577 -0.0599
H -1.95657 6.65277 -1.39633 0.1013 0.0692 0.1463
H -0.31697 7.19321 -1.06740 0.0145 -0.0587 0.0867
H -1.79170 8.02400 0.63770 -0.0209 -0.1501 -0.0089
H -0.75596 6.86672 1.43743 -0.0045 -0.2016 0.0428
H -1.59173 4.98735 2.28225 0.0206 0.0050 -0.1104
H -2.62944 4.25827 1.00900 0.1538 -0.2145 0.0625
H -3.35230 4.89488 2.48118 0.1116 0.1092 -0.1095
```
Positions in Å, forces in eV/Å.

The total energy is -55062.1376 eV. The calculation puts the HOMO energy at -10.60 eV. The gap between HOMO and LUMO is 6.2 eV. As for the spin multiplicity: 1. The total charge is +1.

---

ORCA calculation (ωB97M-V/def2-TZVPD) on a molecular structure, C39H33N6RuS.

```
80
Properties=species:S:1:pos:R:3:forces:R:3
Ru -0.52370 -0.02220 -0.07500 2.8196 -0.0930 1.1717
C -1.92730 0.29060 2.99400 0.0590 0.1317 -0.0330
C -0.46330 0.08790 3.22620 -0.2175 -0.0090 0.3447
C 0.05370 0.07380 4.51670 0.4122 -0.1119 0.0025
C 1.41810 -0.09760 4.69740 -0.4354 0.0714 -0.0349
C 2.22800 -0.21700 3.58650 -0.1945 -0.0786 -0.6318
C 1.65540 -0.20180 2.31040 -0.3405 0.0331 0.9372
N 0.32270 -0.07430 2.16190 -0.9221 0.1294 -1.1267
C 2.46400 -0.23590 1.09230 0.1985 -0.1278 -0.8832
C 3.85510 -0.19510 1.12320 -0.0426 -0.0881 -0.1926
C 4.56350 -0.10750 -0.06410 -0.4400 0.0333 0.0354
C 3.86550 -0.02420 -1.25620 -0.1231 -0.1232 0.1455
C 2.47350 -0.09750 -1.24200 0.3604 -0.1602 0.9797
N 1.79810 -0.23590 -0.08130 -1.0587 0.8718 -0.0267
C 1.67930 -0.01500 -2.46260 -0.5505 0.0842 -0.9598
C 2.26470 0.02460 -3.73210 -0.0484 -0.0454 0.6687
C 1.46350 0.09990 -4.85080 -0.5113 0.0335 0.0084
C 0.08580 0.14250 -4.68920 0.6049 -0.0199 0.0011
C -0.43890 0.09210 -3.40670 -0.3163 -0.0363 -0.2414
C -1.91770 0.08460 -3.20040 -0.0522 0.0507 -0.0401
N 0.33580 0.00930 -2.32330 -0.6726 0.0006 0.7288
H -2.39630 0.74820 3.86010 -0.0396 0.0174 0.0486
H -2.42090 -0.66590 2.81980 -0.0731 -0.0443 -0.0329
H -2.07860 0.93760 2.12640 -0.0205 -0.0520 0.1147
H -0.60330 0.19140 5.36360 -0.0829 0.0406 0.0377
H 1.84720 -0.12080 5.68780 0.0086 0.0113 0.0666
H 3.28950 -0.32220 3.71390 0.1522 -0.0286 -0.0065
H 4.39240 -0.21490 2.05460 0.0102 -0.0025 0.1128
H 5.64050 -0.07820 -0.05700 0.1326 0.0346 0.0043
H 4.40770 0.10060 -2.17760 -0.0008 -0.0089 -0.0795
H 3.33460 -0.01610 -3.84610 0.0615 -0.0002 0.0049
H 1.90360 0.11920 -5.83390 0.0564 0.0176 -0.1431
H -0.56710 0.19630 -5.54390 -0.1187 0.0245 -0.0634
H -2.44210 0.22600 -4.14100 -0.0390 -0.0058 -0.0343
H -2.20470 0.89040 -2.52070 -0.0215 -0.1145 -0.0288
H -2.21370 -0.88570 -2.79210 -0.0350 0.0359 0.0160
N -2.96700 -0.11270 -0.12550 1.3537 -0.0217 -0.0516
C -3.67630 1.14240 0.02830 -0.2445 0.4239 -0.0462
C -5.00150 1.09590 0.44650 0.1308 -0.0597 0.0120
C -5.75440 2.24800 0.56840 -0.0160 0.0267 -0.0131
C -5.18050 3.47020 0.26040 -0.0438 0.0363 0.0016
C -3.86480 3.52410 -0.14920 0.0339 -0.1186 -0.0451
C -3.08280 2.36940 -0.27850 -0.2085 -0.2916 0.0553
C -1.66500 2.59160 -0.63250 0.2337 0.5215 -0.0514
C -1.36430 3.58960 -1.57230 -0.1770 -0.1806 0.1915
C -0.08570 4.09710 -1.69030 0.0295 0.0106 -0.0621
C 0.92620 3.65160 -0.85100 0.0633 -0.0632 0.2976
C 0.67120 2.62290 0.04150 0.0805 0.4044 0.1330
C -0.58800 2.02640 0.06880 0.0030 -1.3582 -0.7596
H -3.35360 -0.76130 0.56420 0.3353 0.0586 -0.1791
H -3.20880 -0.50480 -1.03850 0.1730 0.0436 0.2561
H -5.44910 0.13690 0.66910 -0.0644 -0.1031 0.0174
H -6.78160 2.19220 0.89350 -0.0762 -0.0257 0.0333
H -5.74830 4.38440 0.34730 -0.0573 0.0283 0.0339
H -3.40760 4.48240 -0.34710 -0.0035 0.0454 0.0117
H -2.16170 3.98600 -2.18600 -0.0329 0.0527 -0.0161
H 0.10690 4.89060 -2.39610 0.0489 0.0359 -0.1049
H 1.90300 4.10560 -0.87940 0.1478 0.0794 -0.0405
H 1.44360 2.31100 0.73600 0.0211 -0.1650 -0.1891
S -1.78450 -6.55010 -0.80890 0.2315 -0.0436 0.0298
C -1.21410 -4.90590 -0.41090 0.0078 -0.0041 -0.1990
C -1.65890 -4.25440 0.73730 0.2664 -0.1222 -0.2371
C -1.26580 -2.95180 0.95630 0.1862 0.2972 -0.0069
N -0.49820 -2.26030 0.09810 -0.3281 0.0340 -0.3463
C -0.02500 -2.91450 -0.97410 0.1206 0.0895 0.0815
C -0.35180 -4.21930 -1.26810 -0.2038 -0.2175 0.3726
C -0.37470 -7.47350 -0.16800 -0.3744 0.2145 -0.0007
C -0.39790 -7.86210 1.16230 0.1979 -0.1070 0.0207
C 0.69250 -8.58270 1.63730 -0.6783 0.4033 -0.0469
N 1.70800 -8.88580 0.86510 1.1828 -0.8077 0.5066
C 1.72940 -8.54270 -0.40180 -0.4725 0.3943 -0.3963
C 0.69090 -7.82070 -0.98180 0.0857 -0.0443 0.0190
H -2.28400 -4.76580 1.44990 -0.1035 -0.0466 0.0855
H -1.54720 -2.44040 1.86770 -0.1287 0.1049 -0.0633
H 0.64770 -2.36350 -1.61860 -0.1085 0.0102 -0.0100
H 0.05240 -4.69590 -2.14660 -0.0057 -0.0552 -0.0957
H -1.23190 -7.62730 1.80410 -0.1085 0.0266 0.0308
H 0.73590 -8.92030 2.66340 -0.0108 -0.0161 0.0988
H 2.59180 -8.84960 -0.97720 0.0523 -0.0015 -0.0862
H 0.71770 -7.55700 -2.02700 -0.0584 0.0399 -0.1119
```
Positions in Å, forces in eV/Å.

The total energy is -63323.5471 eV. The calculation puts the HOMO energy (spin up / spin down) at -13.33 / -13.33 eV. The gap between HOMO and LUMO (spin up / spin down) is 7.3 / 6.5 eV. The value obtained for the energy above the lowest of the compared OMol25 structures with the same formula, charge and spin is 37.7 kcal/mol. As for the spin multiplicity: 2. The total charge is +2.

---

The F_max results, record by record, are as follows: 8.6 3.1 eV/A.